No. 1
Here is a molecular structure, C6H10N2O in a non-equilibrium geometry from the Open Molecules 2025 dataset. Energies are from wB97M-V/def2-TZVPD.

Last column: natural (NBO) charge in e.
Positions of all 19 atoms, in Å:
C  -2.180  0.073  0.328  0.73
C  0.732  0.550  0.056  0.56
C  -0.373  -0.514  -0.198  0.10
C  0.781  1.766  -0.704  -0.75
C  1.346  0.302  1.357  -0.78
C  0.051  -1.858  -0.449  -0.66
N  -1.477  0.065  -0.939  -0.72
N  -1.175  -0.325  1.063  -0.61
O  -3.300  0.385  0.484  -0.61
H  -0.168  1.990  -1.203  0.30
H  1.516  1.600  -1.462  0.28
H  1.134  2.601  -0.158  0.24
H  1.992  -0.572  1.416  0.26
H  0.418  0.172  1.911  0.36
H  2.013  1.190  1.752  0.22
H  0.950  -1.973  -1.061  0.22
H  -0.854  -2.537  -0.753  0.25
H  0.367  -2.510  0.423  0.24
H  -1.770  -0.404  -1.864  0.39

Its largest force on an atom is 5.1 eV Å⁻¹. The calculation puts the molecular weight at 126.16 g mol⁻¹. The value obtained for the gap between HOMO and LUMO (spin up / spin down) is 7.03 / 7.03 eV. As for the electronic energy: -419.2210 Eh.


No. 2
Here is C6H10N2O in the gas phase in a non-equilibrium geometry from the Open Molecules 2025 dataset. Energies are from wB97M-V/def2-TZVPD.

Last column: Löwdin spin population.
Positions of all 19 atoms, in Å:
C  -0.196  0.893  -0.041  0.01
C  -1.499  0.140  -0.606  0.13
C  0.880  -0.161  -0.038  0.13
C  -2.685  0.258  0.346  0.02
C  1.962  0.064  -1.160  0.02
C  1.583  -0.355  1.276  0.02
N  -1.002  -1.256  -0.611  0.82
N  0.126  -1.437  -0.330  0.78
O  -0.042  2.056  0.177  0.04
H  -1.676  0.335  -1.582  0.01
H  -2.535  0.963  1.209  0.00
H  -3.009  -0.700  0.827  0.00
H  -3.657  0.429  -0.138  0.00
H  2.937  -0.520  -0.951  0.00
H  1.896  1.175  -1.251  0.00
H  1.513  -0.408  -2.089  0.00
H  0.791  -0.520  2.079  0.00
H  2.315  0.350  1.519  0.00
H  2.298  -1.306  1.363  0.00

The multiplicity is 3. Its largest force on an atom is 6.5 eV Å⁻¹. As for the expectation value of S²: 2.007. The calculation puts the molecular weight at 126.16 g mol⁻¹. The value obtained for the gap between HOMO and LUMO (spin up / spin down) is 6.47 / 9.13 eV. As for the electronic energy: -419.1776 Eh.


No. 3
Here is 2 unconnected molecules or ions with the total composition C6H10N2O2S in a non-equilibrium geometry from the Open Molecules 2025 dataset. Energies are from wB97M-V/def2-TZVPD.

Last column: natural (NBO) charge in e.
Positions of all 21 atoms, in Å:
C  -2.519  2.031  -0.156  -0.28
C  -1.147  2.368  -0.283  -0.17
C  -2.728  0.835  0.627  -0.17
C  -0.136  1.531  0.192  -0.33
C  -1.737  0.086  1.233  -0.27
C  -0.409  0.461  1.013  0.18
N  0.503  -0.311  1.769  -0.82
N  1.850  -1.261  -1.787  -1.11
O  1.430  -2.493  0.319  -0.96
O  1.275  -3.814  -1.915  -0.90
S  0.909  -2.314  -0.999  1.65
H  -3.391  2.652  -0.319  0.22
H  -0.950  3.342  -0.740  0.21
H  -3.713  0.457  0.761  0.20
H  0.912  1.893  0.056  0.21
H  -1.977  -0.860  1.718  0.21
H  1.782  -4.324  -1.290  0.48
H  0.363  -1.345  2.062  0.42
H  1.476  -0.248  1.369  0.37
H  2.260  -1.569  -2.617  0.42
H  1.878  -0.332  -1.476  0.42

Its largest force on an atom is 3.5 eV Å⁻¹. The calculation puts the molecular weight at 174.23 g mol⁻¹. The value obtained for the gap between HOMO and LUMO is 8.68 eV. As for the electronic energy: -892.7468 Eh.


No. 4
Here is C6H10N2O4S3 in the gas phase in a non-equilibrium geometry from the Open Molecules 2025 dataset. Energies are from wB97M-V/def2-TZVPD.

Last column: natural (NBO) charge in e.
Positions of all 25 atoms, in Å:
O  -1.294  1.270  -1.885  -0.35
N  -1.996  1.394  -0.917  0.47
O  -2.616  2.392  -0.552  -0.34
C  -2.226  0.131  -0.285  -0.31
S  -0.806  -0.032  0.951  2.31
O  -1.134  1.142  1.728  -0.92
O  -0.721  -1.289  1.591  -0.91
N  0.484  0.183  -0.052  -0.69
C  1.306  -1.052  -0.141  -0.24
C  2.380  -0.790  0.891  -0.42
C  2.809  0.680  0.515  -0.45
C  1.425  1.285  0.261  -0.24
C  -2.356  -1.022  -1.447  -0.51
S  -3.720  -1.912  -0.608  0.09
S  -3.862  -0.123  0.495  0.19
H  1.731  -1.182  -1.163  0.20
H  0.647  -1.845  0.132  0.24
H  3.269  -1.496  0.938  0.23
H  1.778  -0.862  1.861  0.22
H  3.222  1.150  1.460  0.23
H  3.652  0.655  -0.208  0.23
H  0.908  1.722  1.127  0.24
H  1.325  2.057  -0.689  0.22
H  -2.723  -0.770  -2.441  0.25
H  -1.484  -1.688  -1.561  0.24

Its largest force on an atom is 4.1 eV Å⁻¹. The calculation puts the molecular weight at 270.36 g mol⁻¹. The value obtained for the gap between HOMO and LUMO is 8.05 eV. The structure (SMILES) is O=[N+]([O-])[C@]1(S(=O)(=O)N2CCCC2)CSS1. As for the electronic energy: -1839.4620 Eh.


No. 5
Here is C6H10N2O4S3 in the gas phase in a non-equilibrium geometry from the Open Molecules 2025 dataset. Energies are from wB97M-V/def2-TZVPD.

Last column: natural (NBO) charge in e.
Positions of all 25 atoms, in Å:
C  -1.150  -0.924  -0.235  -0.43
C  -0.671  -0.463  -1.621  -0.49
C  -0.185  -2.041  0.052  -0.23
C  0.827  -0.857  -1.739  0.25
C  1.323  1.578  1.650  -0.55
C  1.595  0.808  0.465  -0.27
N  1.069  -1.549  -0.477  -0.71
N  1.360  1.296  -0.739  0.41
O  0.965  2.439  -1.030  -0.41
O  1.633  0.375  -1.714  -0.36
O  3.398  -0.998  -0.110  -0.89
O  1.926  -1.263  1.835  -0.93
S  2.808  2.676  2.203  0.04
S  2.145  4.323  3.381  -0.10
S  2.150  -0.790  0.504  2.36
H  -1.027  -0.089  0.523  0.21
H  -1.988  -1.528  -0.125  0.23
H  -1.368  -0.821  -2.347  0.24
H  -0.754  0.651  -1.750  0.25
H  -0.069  -2.140  1.127  0.25
H  -0.400  -3.043  -0.385  0.21
H  1.078  -1.470  -2.694  0.24
H  1.627  4.902  2.288  0.14
H  0.487  2.234  1.461  0.25
H  1.245  1.025  2.629  0.28

Its largest force on an atom is 3.4 eV Å⁻¹. The calculation puts the molecular weight at 270.36 g mol⁻¹. The value obtained for the gap between HOMO and LUMO is 8.26 eV. As for the electronic energy: -1839.4634 Eh.


No. 6
Here is C6H10N2OS in the gas phase in a non-equilibrium geometry from the Open Molecules 2025 dataset. Energies are from wB97M-V/def2-TZVPD.

Last column: natural (NBO) charge in e.
Positions of all 20 atoms, in Å:
C  0.254  -0.494  2.066  0.10
C  1.200  -1.513  1.946  -0.63
C  -0.114  -0.221  -0.369  0.33
C  -1.126  -0.293  -1.227  -0.49
C  -1.415  1.018  1.254  -0.41
C  1.934  -0.373  -1.784  -0.42
N  -0.293  0.205  1.017  -0.42
N  1.206  -0.493  -0.595  -0.60
O  2.983  -2.447  0.324  -0.92
S  1.562  -2.238  0.359  1.38
H  -0.180  -0.143  2.904  0.20
H  1.570  -1.979  2.840  0.24
H  -1.073  -0.643  -2.233  0.22
H  -2.057  0.097  -0.955  0.20
H  -1.619  1.578  0.294  0.23
H  -2.203  0.399  1.628  0.19
H  -1.119  1.801  1.963  0.21
H  3.022  -0.447  -1.683  0.22
H  1.629  -1.143  -2.485  0.17
H  1.778  0.630  -2.233  0.21

Its largest force on an atom is 5.4 eV Å⁻¹. The calculation puts the molecular weight at 158.23 g mol⁻¹. The value obtained for the gap between HOMO and LUMO is 8.41 eV. As for the electronic energy: -817.4272 Eh.


No. 7
Here is a molecular structure, C6H10N2P in a non-equilibrium geometry from the Open Molecules 2025 dataset. Energies are from wB97M-V/def2-TZVPD.

Last column: natural (NBO) charge in e.
Positions of all 19 atoms, in Å:
C  1.043  2.369  0.101  -0.19
C  1.978  1.247  0.029  -0.26
C  -0.252  2.217  -0.214  -0.02
C  1.644  -0.061  -0.006  -0.20
C  -0.332  -0.239  0.061  0.44
C  -1.294  -1.425  0.214  -0.31
N  -0.888  0.913  -0.149  -0.50
N  -2.663  -1.129  -0.110  -0.83
P  2.816  -1.485  -0.217  0.40
H  1.359  3.391  0.408  0.26
H  2.975  1.497  0.204  0.25
H  -0.925  3.085  -0.131  0.25
H  -0.899  -2.296  -0.285  0.23
H  -1.039  -1.602  1.235  0.25
H  -3.297  -1.716  0.336  0.39
H  -2.851  -1.324  -1.044  0.37
H  -1.822  0.868  -0.425  0.44
H  2.030  -2.341  -1.061  0.01
H  2.415  -1.969  1.056  0.00

Its largest force on an atom is 3.7 eV Å⁻¹. The calculation puts the molecular weight at 141.13 g mol⁻¹. As for the charge: +1. The value obtained for the gap between HOMO and LUMO is 9.34 eV. As for the electronic energy: -685.1196 Eh.


No. 8
Here is C6H10N2S in the gas phase in a non-equilibrium geometry from the Open Molecules 2025 dataset. Energies are from wB97M-V/def2-TZVPD.

Last column: natural (NBO) charge in e.
Positions of all 19 atoms, in Å:
C  1.003  -0.357  -1.965  -0.68
C  -0.050  0.201  -1.058  0.26
N  -0.941  0.971  -1.579  -0.24
N  -1.615  1.410  -0.559  -0.40
C  -1.143  0.977  0.736  0.15
S  -2.076  1.001  2.144  -0.14
C  -0.078  0.037  0.530  -0.25
C  1.260  0.475  1.097  -0.59
C  -0.468  -1.395  0.939  -0.57
H  0.521  -1.290  -2.372  0.23
H  2.001  -0.682  -1.480  0.23
H  1.084  0.346  -2.816  0.25
H  -2.500  1.784  -0.676  0.40
H  1.516  1.560  0.915  0.23
H  2.124  -0.071  0.660  0.22
H  1.159  0.199  2.188  0.23
H  -1.574  -1.459  1.092  0.24
H  -0.162  -2.053  0.249  0.21
H  -0.061  -1.655  1.955  0.22

Its largest force on an atom is 5.9 eV Å⁻¹. The calculation puts the molecular weight at 142.23 g mol⁻¹. The value obtained for the gap between HOMO and LUMO is 8.14 eV. The structure (SMILES) is CC1=NNC(=S)C1(C)C. As for the electronic energy: -742.2496 Eh.


No. 9
Here is 2 unconnected molecules or ions with the total composition C6H10N2S in a non-equilibrium geometry from the Open Molecules 2025 dataset. Energies are from wB97M-V/def2-TZVPD.

Last column: natural (NBO) charge in e.
Positions of all 19 atoms, in Å:
C  -0.622  -2.267  0.371  -0.47
N  0.170  -1.039  -0.140  -0.52
C  -0.481  0.051  -0.090  0.45
C  -0.130  1.346  -0.746  -0.49
C  -1.134  2.340  -0.147  -0.27
C  -1.943  1.673  0.716  -0.02
N  -1.597  0.303  0.711  -0.64
H  -0.459  -2.291  1.441  0.20
H  -1.791  -2.158  0.239  0.17
H  -0.335  -3.014  -0.425  0.23
H  -0.387  1.124  -1.889  0.24
H  0.918  1.535  -0.742  0.26
H  -1.192  3.448  -0.329  0.23
H  -2.852  1.994  1.228  0.22
H  -1.903  -0.289  1.483  0.41
C  3.442  -0.842  -0.460  -0.42
S  3.339  0.456  0.505  0.04
H  2.588  -1.199  -0.861  0.20
H  4.369  -1.169  -0.866  0.18

Its largest force on an atom is 3.5 eV Å⁻¹. The calculation puts the molecular weight at 142.23 g mol⁻¹. The value obtained for the gap between HOMO and LUMO is 7.89 eV. The structure (SMILES) is C/N=C1/CC=CN1.C=S. As for the electronic energy: -742.2132 Eh.


No. 10
Here is a gas-phase ion, C6H10N3O (charge +1) in a non-equilibrium geometry from the Open Molecules 2025 dataset. Energies are from wB97M-V/def2-TZVPD.

Last column: natural (NBO) charge in e.
Positions of all 20 atoms, in Å:
C  0.377  2.042  1.538  0.24
C  -0.319  -0.413  -0.967  0.31
C  -0.458  -1.246  0.066  0.24
C  0.992  -0.084  1.421  0.35
C  -0.690  0.419  -2.091  -0.75
C  -1.311  -2.421  -0.119  -0.67
N  0.334  0.961  2.244  -0.43
N  1.164  1.969  0.405  -0.44
N  1.393  0.671  0.109  -0.36
O  0.271  -1.246  1.176  -0.43
H  0.080  2.956  2.055  0.25
H  1.858  -0.393  1.934  0.21
H  -0.459  1.460  -1.858  0.28
H  -1.906  0.450  -2.046  0.30
H  -0.215  0.107  -3.087  0.28
H  -0.701  -3.415  -0.399  0.28
H  -2.203  -2.361  -0.854  0.27
H  -1.729  -2.639  0.879  0.27
H  1.191  2.704  -0.219  0.42
H  2.328  0.479  -0.187  0.42

Its largest force on an atom is 4.0 eV Å⁻¹. The calculation puts the molecular weight at 140.17 g mol⁻¹. As for the charge: +1. The value obtained for the gap between HOMO and LUMO is 8.48 eV. As for the electronic energy: -473.7187 Eh.